(1)
{
  "formula": "C5H8O2",
  "method": "ωB97M-V with the def2-TZVPD basis set",
  "elements": ["O", "C", "C", "O", "C", "C", "C", "H", "H", "H", "H", "H", "H", "H", "H"],
  "positions_angstrom": [[-1.344359, -0.811891, 2.221939], [-0.838805, -0.915243, 0.908670], [-0.712270, 0.451693, 0.270545], [0.245195, 1.261265, 1.021817], [0.930891, 1.680606, -0.038482], [1.233238, -0.203675, -1.394581], [0.123692, 0.774490, -0.991762], [-0.740606, -0.236825, 2.709712], [0.132753, -1.423874, 0.900671], [-1.557468, -1.509571, 0.342276], [-1.683630, 0.954127, 0.282808], [1.987209, -0.086609, -0.625582], [0.902156, -1.238924, -1.454614], [1.736317, 0.070035, -2.330151], [-0.414312, 1.234396, -1.823266]],
  "forces_ev_per_a": [[0.1, 0.2, 0.1], [0.1, 0.0, -0.4], [-0.1, -0.2, -0.1], [0.1, 0.3, 0.0], [-0.5, 0.4, 0.1], [-0.2, -0.1, -0.2], [0.2, 0.1, 0.0], [-0.1, -0.1, 0.1], [-0.1, 0.0, 0.0], [0.1, -0.1, 0.0], [0.1, 0.0, 0.1], [0.5, -0.6, 0.2], [0.0, 0.0, 0.0], [-0.4, 0.1, 0.2], [0.1, -0.1, 0.1]],
  "lumo_ev": 0.86,
  "e_above_lowest_kj_mol": 382.0,
  "largest_force_ev_per_a": 0.780,
  "e_homo_ev": -8.753,
  "energy_ev": -9405.873,
  "spin_multiplicity": 1
}

---

(2)
{
  "formula": "C4H30N2O12",
  "method": "ωB97M-V with the def2-TZVPD basis set",
  "elements": ["O", "C", "O", "C", "C", "C", "N", "N", "H", "H", "H", "H", "H", "H", "H", "H", "H", "H", "H", "H", "O", "H", "H", "O", "H", "H", "O", "H", "H", "O", "H", "H", "O", "H", "H", "O", "H", "H", "O", "H", "H", "O", "H", "H", "O", "H", "H", "O"],
  "positions_angstrom": [[-1.798327, 2.177386, 2.741538], [-1.723868, 1.139317, 2.148984], [-2.601963, 0.152417, 2.440007], [-0.453226, 0.794618, 1.177254], [0.721698, 1.327897, 1.818655], [2.068243, 1.411688, 0.944571], [2.004452, 1.514300, -0.604978], [-0.580634, -0.657261, 0.846955], [-0.679626, 1.330715, 0.148708], [0.896332, 0.604866, 2.684340], [0.484212, 2.264218, 2.301987], [2.557525, 0.503335, 1.150129], [2.685998, 2.245982, 1.407175], [2.984475, 1.438279, -0.806949], [1.649374, 0.641325, -1.011240], [-0.683480, -1.261660, 1.736544], [-2.244288, -0.716465, 2.139997], [0.271336, -1.084012, 0.418639], [3.084209, 0.390299, -3.020213], [2.987976, 1.686116, -3.721553], [3.415286, 0.922243, -3.736053], [2.700469, -2.038182, 2.118157], [2.022949, -2.839804, 1.140213], [2.775360, -2.705996, 1.651080], [-3.508389, -2.444572, 1.225969], [-2.870691, -1.608547, 0.053975], [-3.645322, -2.052057, 0.340695], [-1.710613, -0.285474, -4.850344], [-0.623245, 0.709698, -4.135087], [-0.926030, -0.150243, -4.492969], [-2.621889, 3.266605, -1.270663], [-1.439934, 3.530554, -0.306967], [-1.604729, 3.266724, -1.204527], [-0.345400, 2.283342, -2.894656], [0.576411, 2.827808, -3.989084], [0.338088, 2.032585, -3.544530], [1.748590, -2.568499, -1.138872], [1.350160, -1.149828, -0.911137], [1.535582, -1.885407, -0.458965], [1.578060, -0.250704, -3.316560], [0.426218, -0.878711, -3.136825], [1.256573, -1.051470, -2.803675], [-1.766729, -3.693888, 2.148419], [-2.128156, -2.749054, 3.200056], [-1.495091, -2.891901, 2.432168], [-2.884568, -0.739852, 4.065380], [-1.413845, -1.235843, 4.475244], [-2.369530, -1.522888, 4.399012]],
  "forces_ev_per_a": [[-0.3, 0.3, -0.5], [1.6, -0.3, -0.1], [0.5, -0.2, -0.7], [-4.6, -0.6, -2.7], [2.8, -0.5, 0.9], [-1.2, 0.8, 0.1], [-0.5, 0.1, 2.0], [0.8, -0.7, 1.9], [0.4, -0.7, 2.0], [0.4, 0.9, -0.8], [0.0, 0.4, -0.2], [0.9, -1.1, 0.4], [-0.7, -0.9, -1.1], [0.6, 0.3, -0.5], [-0.2, 0.5, 0.5], [0.5, 1.2, -1.8], [-0.5, 0.7, -0.4], [-1.2, 0.7, 0.5], [0.2, -0.1, 0.5], [-3.0, 5.3, 0.3], [3.1, -5.1, -0.6], [-1.3, 10.0, 6.9], [-1.8, 0.1, -1.2], [3.5, -10.2, -5.0], [0.3, 0.5, -1.0], [1.5, 0.5, 0.0], [-1.8, -1.1, 0.9], [-5.5, 0.0, -2.2], [-1.0, -0.1, -0.9], [6.5, 0.1, 2.9], [2.4, 0.0, 0.1], [0.2, 0.2, 0.7], [-2.6, -0.3, -1.0], [0.5, 0.2, 0.1], [0.2, 1.0, -0.6], [-0.7, -0.9, 0.9], [-0.3, 1.0, 0.7], [-0.9, 4.0, -3.4], [1.5, -5.6, 2.2], [0.6, -1.3, 0.6], [-4.3, -0.6, -1.0], [3.3, 2.1, -0.6], [-0.8, -4.3, -2.0], [1.2, 0.4, -0.5], [-0.2, 3.4, 2.5], [0.9, -0.8, 0.6], [-1.8, -0.3, -0.1], [0.6, 1.0, 0.5]],
  "lumo_ev": 0.04,
  "e_above_lowest_kj_mol": 611.8,
  "largest_force_ev_per_a": 12.219,
  "e_homo_ev": -9.999,
  "energy_ev": -32181.920,
  "spin_multiplicity": 1
}

---

(3)
{
  "formula": "CN4O4",
  "method": "ωB97M-V with the def2-TZVPD basis set",
  "elements": ["C", "N", "N", "N", "N", "O", "O", "O", "O"],
  "positions_angstrom": [[-1.755881, 1.286589, -0.012148], [-2.345465, 2.216135, 0.302341], [3.342732, 0.152694, 0.009150], [2.409403, 0.589245, -0.392341], [-1.550843, -1.138756, -0.044174], [-2.606484, -1.177105, 0.438903], [4.313690, -0.305037, 0.422401], [-0.741978, -1.911420, -0.350810], [-1.065177, 0.287658, -0.373324]],
  "forces_ev_per_a": [[-0.5, -0.3, 0.3], [-0.5, 0.8, 0.3], [-1.1, 0.5, -0.5], [-1.3, 0.6, -0.5], [-0.3, 0.6, 0.2], [-1.1, 0.0, 0.5], [2.4, -1.1, 1.1], [0.8, -0.4, -0.4], [1.7, -0.7, -0.9]],
  "lumo_ev": -0.73,
  "e_above_lowest_kj_mol": 15.8,
  "largest_force_ev_per_a": 2.897,
  "e_homo_ev": -11.740,
  "energy_ev": -15179.957,
  "spin_multiplicity": 1
}

---

(4)
{
  "formula": "C17H17AgF4N10O2",
  "method": "ωB97M-V with the def2-TZVPD basis set",
  "elements": ["Ag", "C", "N", "C", "C", "C", "N", "C", "C", "F", "C", "F", "C", "C", "F", "C", "F", "H", "H", "H", "H", "H", "H", "H", "H", "H", "H", "H", "N", "C", "N", "N", "C", "N", "H", "H", "H", "H", "O", "C", "N", "N", "C", "O", "C", "C", "N", "C", "N", "H", "H"],
  "positions_angstrom": [[-0.016312, -0.693212, -0.173838], [1.323577, -0.249015, 2.654589], [0.549714, -1.300460, 2.005743], [1.353743, -2.512767, 1.862178], [-0.665185, -1.622502, 2.751717], [-1.576831, -0.446872, 3.078509], [-1.831362, 0.412846, 1.939918], [-2.311409, 1.623897, 2.187004], [-2.309571, 2.606419, 1.142104], [-1.787975, 2.251639, -0.058327], [-2.784192, 3.881723, 1.286232], [-2.711339, 4.721004, 0.223619], [-3.322595, 4.358091, 2.474817], [-3.361323, 3.436072, 3.503045], [-3.911426, 3.807538, 4.688986], [-2.898420, 2.145476, 3.388321], [-3.116301, 1.337847, 4.466333], [1.604710, -0.543627, 3.680755], [0.733140, 0.665319, 2.694421], [2.224714, -0.070894, 2.071456], [1.621443, -2.918816, 2.853144], [2.258860, -2.278912, 1.306682], [0.775163, -3.259341, 1.318409], [-0.375358, -2.080902, 3.717339], [-1.205034, -2.378256, 2.180775], [-1.139107, 0.108035, 3.917077], [-2.496186, -0.904965, 3.476670], [-3.683479, 5.367580, 2.585870], [-3.289712, -0.002062, -0.625091], [-3.781104, -0.928213, -1.435336], [-4.656231, -0.504469, -2.397920], [-3.531002, -2.225601, -1.407290], [-2.444209, -2.564824, -0.734779], [-1.493715, -2.878014, -0.148767], [-3.266261, 0.949143, -0.953538], [-2.638166, -0.172986, 0.155111], [-5.199873, 0.319871, -2.215007], [-5.097309, -1.243363, -2.915743], [-1.191895, -0.070260, -4.496657], [-0.854450, -0.073125, -3.339837], [-0.515166, -0.059512, -2.206877], [2.591667, 0.752497, -2.012044], [3.263535, 0.048928, -1.055006], [2.636236, -0.627968, -0.222352], [4.705432, 0.151533, -1.041448], [5.447304, -0.522621, -0.051923], [6.077683, -1.071568, 0.749889], [5.382948, 0.907462, -2.013106], [5.895963, 1.541643, -2.838806], [1.609355, 0.534795, -2.140683], [3.100622, 1.140181, -2.787128]],
  "forces_ev_per_a": [[0.1, 0.3, -0.1], [0.0, 0.0, 0.0], [-0.1, 0.0, -0.1], [0.0, 0.0, 0.0], [0.0, -0.1, 0.1], [-0.2, 0.0, 0.0], [0.1, 0.1, 0.0], [0.0, -0.2, 0.0], [0.0, 0.0, -0.1], [0.0, 0.1, 0.1], [0.0, 0.0, -0.1], [0.0, 0.0, 0.0], [0.0, 0.0, 0.0], [0.0, 0.0, 0.0], [0.0, 0.0, 0.0], [0.0, 0.0, 0.0], [0.0, -0.1, 0.0], [0.0, 0.0, 0.0], [0.0, 0.0, 0.0], [0.0, 0.0, 0.0], [0.0, 0.0, 0.0], [0.0, 0.0, 0.0], [0.0, 0.0, 0.0], [0.0, 0.0, 0.0], [0.0, 0.0, -0.1], [0.0, 0.1, 0.0], [0.0, 0.1, 0.0], [0.0, 0.0, 0.0], [-0.1, 0.3, 0.2], [-0.1, -0.2, -0.2], [0.0, 0.0, 0.1], [0.2, 0.1, 0.0], [-0.1, 0.0, 0.2], [-0.1, -0.3, 0.0], [0.0, 0.0, 0.0], [-0.1, -0.1, -0.1], [0.0, 0.0, 0.0], [0.0, 0.0, 0.0], [-0.1, 0.0, 0.0], [0.1, 0.0, 0.0], [0.1, 0.0, 0.1], [0.0, 0.0, 0.0], [0.0, 0.0, 0.0], [0.0, 0.1, 0.0], [-0.1, 0.0, 0.0], [0.0, 0.0, 0.0], [0.0, 0.0, 0.0], [0.0, 0.0, 0.0], [0.0, 0.0, 0.0], [0.0, 0.0, 0.0], [0.0, 0.0, 0.0]],
  "total_charge": -2,
  "lumo_ev": 4.52,
  "e_above_lowest_kj_mol": 54.0,
  "largest_force_ev_per_a": 0.358,
  "e_homo_ev": -2.182,
  "energy_ev": -51772.652,
  "spin_multiplicity": 1
}

---

(5)
{
  "formula": "C5H8N2S",
  "method": "ωB97M-V with the def2-TZVPD basis set",
  "elements": ["C", "C", "C", "C", "C", "H", "H", "H", "H", "H", "H", "H", "H", "N", "N", "S"],
  "positions_angstrom": [[-2.784200, -0.339557, 0.316643], [-0.457661, -0.465298, -0.155670], [0.875721, 0.117133, 0.007980], [0.866695, 1.681387, -0.107866], [-0.245755, 2.483865, -0.209489], [-2.688572, -1.233668, 0.881895], [-3.278392, -0.600178, -0.649506], [-3.670081, 0.172499, 0.849786], [-1.572918, -2.260023, -0.360517], [0.232163, -2.464586, -0.554363], [1.861724, 2.208798, -0.084069], [-1.366906, 2.293604, -0.152343], [-0.008039, 3.514367, -0.323970], [-1.511787, 0.306043, 0.194935], [-0.632440, -1.854833, -0.505095], [2.248238, -0.728404, 0.215914]],
  "forces_ev_per_a": [[-2.1, 0.3, -0.5], [-4.7, -1.4, 1.1], [0.4, 2.8, -0.7], [-1.1, -0.4, 0.2], [0.4, -0.6, 0.2], [0.1, -1.3, 0.5], [0.7, 0.0, 0.2], [1.9, 0.2, -0.6], [1.4, 0.4, -0.2], [-1.8, 1.2, 0.2], [-1.1, -1.0, -0.1], [2.3, -0.1, -0.3], [0.3, 0.9, 0.0], [2.5, -2.5, -0.5], [1.3, 1.4, 0.4], [-0.5, 0.1, -0.1]],
  "lumo_ev": -1.10,
  "e_above_lowest_kj_mol": 284.9,
  "largest_force_ev_per_a": 4.976,
  "e_homo_ev": -8.985,
  "energy_ev": -19127.469,
  "spin_multiplicity": 1
}

---

(6)
{
  "formula": "C14H21GaO5P",
  "method": "ωB97M-V with the def2-TZVPD basis set",
  "elements": ["O", "C", "Ga", "O", "C", "C", "O", "C", "O", "C", "O", "C", "C", "C", "P", "C", "C", "C", "C", "C", "C", "H", "H", "H", "H", "H", "H", "H", "H", "H", "H", "H", "H", "H", "H", "H", "H", "H", "H", "H", "H", "H"],
  "positions_angstrom": [[0.100448, 3.113817, -2.600202], [0.099748, 1.964017, -2.600202], [0.098448, 0.053017, -2.600402], [0.098648, 0.053217, -5.661202], [0.098548, 0.053217, -4.511402], [0.097048, -1.858083, -2.600602], [0.096248, -3.007883, -2.600702], [-1.812552, 0.054317, -2.600502], [-2.962352, 0.055017, -2.600602], [2.009448, 0.051617, -2.600302], [3.159148, 0.050917, -2.600102], [-1.166652, 2.583117, 0.595498], [-0.078752, 1.611217, 1.087698], [-0.338552, 1.375117, 2.595398], [0.094948, 0.120717, -0.072102], [1.898648, -0.335583, 0.329398], [2.304948, -0.248383, 1.806998], [2.275948, -1.767883, -0.122102], [-1.301552, -1.039783, 0.422098], [-1.011152, -1.812583, 1.720198], [-2.701952, -0.415583, 0.542298], [-2.185852, 2.172717, 0.669698], [-0.998752, 2.880417, -0.447302], [-1.144452, 3.516117, 1.198898], [0.870448, 2.178017, 0.976898], [-1.351552, 0.989317, 2.789198], [0.363948, 0.712017, 3.112298], [-0.282652, 2.349917, 3.126098], [2.554648, 0.403817, -0.168802], [1.700048, -0.932083, 2.435898], [3.371548, -0.538383, 1.928598], [2.270848, 0.795317, 2.169898], [2.159148, -1.961483, -1.191402], [3.348848, -1.963083, 0.090398], [1.686848, -2.534483, 0.411198], [-1.336052, -1.814583, -0.368702], [-0.963252, -1.167783, 2.610998], [-1.812752, -2.560483, 1.900498], [-0.066052, -2.373983, 1.651898], [-2.981352, 0.204217, -0.312502], [-3.459652, -1.221183, 0.646298], [-2.802652, 0.212117, 1.440798]],
  "forces_ev_per_a": [[0.1, -4.6, 0.2], [0.0, 9.1, -0.4], [-0.1, 0.6, 4.8], [0.0, 0.0, 5.1], [0.0, -0.1, -10.1], [-0.1, -9.4, 0.1], [-0.1, 4.8, 0.0], [-9.2, -0.1, -0.2], [4.8, 0.0, -0.1], [9.4, 0.0, -0.2], [-4.8, 0.1, -0.1], [-0.4, 0.4, -0.2], [-0.3, 1.5, -0.4], [-0.1, -0.5, 0.5], [0.4, 0.4, 2.5], [0.4, -1.4, 0.1], [0.1, 0.5, 0.7], [0.2, -0.1, 0.1], [0.1, -1.0, 0.2], [0.4, -0.6, 0.4], [-0.3, 0.4, 0.0], [0.4, 0.2, 0.0], [-0.1, 0.1, 0.2], [0.0, -0.6, -0.4], [-0.2, -0.6, 0.0], [0.3, 0.2, -0.2], [-0.2, 0.2, -0.3], [0.1, -0.4, -0.6], [-0.6, -0.1, -0.1], [0.4, 0.5, -0.3], [-0.7, 0.0, -0.4], [-0.2, -0.7, 0.0], [0.0, -0.1, -0.2], [-0.6, 0.2, -0.1], [0.3, 0.4, -0.2], [0.0, 0.2, 0.0], [-0.1, -0.2, -0.5], [0.4, 0.5, -0.2], [-0.3, 0.2, 0.1], [-0.1, -0.1, 0.3], [0.6, 0.4, -0.2], [0.2, -0.3, -0.3]],
  "total_charge": 3,
  "lumo_ev": -13.76,
  "largest_force_ev_per_a": 10.127,
  "e_homo_ev": -20.344,
  "energy_ev": -86724.215,
  "spin_multiplicity": 1
}

---

The following Kohn-Sham gap values (in eV) correspond, in order, to the records above: 9.617, 10.034, 11.009, 6.704, 7.887, 6.589.